[1]
A cluster of 3 separate species, C30H58BrN3OP in total. Source: OMol25; level of theory: wB97M-V/def2-TZVPD.

Its LUMO energy is -3.072 eV. As for the HOMO-LUMO gap: 0.28937 Eh. The calculation puts the HOMO energy at -10.9 eV. The total energy comes out at -4332.52029 Eh.

ORCA input file:
```
! RIJCOSX wB97M-V def2-TZVPD def2/J DEFGRID3
* xyz 1 1
C 1.70497 -7.08701 -3.17597
C 2.65761 -5.88560 -2.88139
C 2.12056 -5.15717 -1.62541
C 2.72927 -3.74276 -1.44361
C 1.80837 -2.72678 -0.70117
N 0.69768 -3.35030 0.05652
C -0.54223 -3.02792 -0.35323
N -1.49082 -2.88350 0.55157
C -2.87623 -2.58930 0.23699
O -3.45357 -3.66351 -0.48746
C -4.32144 -3.22618 -1.47776
C -5.36147 -2.34702 -1.27244
C -6.18690 -2.00229 -2.31404
C -5.99647 -2.49527 -3.58373
C -4.95335 -3.38571 -3.78298
C -4.13846 -3.74065 -2.74235
N -0.86705 -2.89750 -1.70271
C 0.16641 -2.15352 -2.51561
P -0.67678 -0.72808 -3.46318
C -1.33715 -1.54502 -4.99641
C -2.12141 -0.26911 -2.41655
C -2.96906 0.90243 -2.99970
C 1.34132 -1.63535 -1.67742
Br 1.01975 0.04457 -0.73243
H 2.23503 -7.95661 -3.56983
H 0.88313 -6.75538 -3.81724
H 1.29071 -7.39920 -2.20723
H 2.70956 -5.22373 -3.75356
H 3.64675 -6.31763 -2.69710
H 1.02559 -5.15203 -1.70082
H 2.43189 -5.77603 -0.77578
H 3.64713 -3.87094 -0.85824
H 3.05913 -3.37566 -2.42274
H 2.44041 -2.22652 0.04108
H 0.81706 -3.22789 1.05600
H -1.24368 -3.00037 1.52544
H -3.41059 -2.54220 1.19702
H -3.02521 -1.62284 -0.24913
H -5.56420 -1.93370 -0.28537
H -7.02402 -1.32132 -2.17984
H -6.64269 -2.22202 -4.41097
H -4.77936 -3.82518 -4.76189
H -3.32979 -4.45302 -2.89541
H -0.85683 -3.85479 -2.06229
H 0.58571 -2.78953 -3.30565
H -0.95416 -1.09296 -5.91124
H -2.43413 -1.50306 -4.96787
H -1.05104 -2.60499 -4.99079
H -1.79094 -0.02931 -1.40154
H -2.76727 -1.15370 -2.32255
H -3.04092 1.67407 -2.22627
H -2.58072 1.31136 -3.93471
H -3.99421 0.53475 -3.11755
H 2.16833 -1.45082 -2.36260
C 4.20474 0.33225 1.42478
C 3.42158 0.76637 2.65883
C 2.94554 2.21571 2.58739
C 4.05758 3.26286 2.51327
C 5.05604 3.22759 3.66947
C 4.41683 3.50905 5.02572
H 5.11793 0.91350 1.29450
H 4.49486 -0.71875 1.50844
H 3.59051 0.44678 0.52952
H 4.02568 0.60506 3.55524
H 2.54295 0.11963 2.76151
H 2.30901 2.41912 3.45311
H 2.30191 2.33419 1.70821
H 3.59501 4.25445 2.47373
H 4.60269 3.15103 1.57138
H 5.82556 3.98056 3.48248
H 5.57298 2.26403 3.69859
H 3.93719 4.49014 5.03236
H 5.17280 3.50093 5.81205
H 3.66703 2.75917 5.28481
C -0.84222 3.13327 3.08191
C -0.35023 4.22868 2.14173
C 0.15404 5.47006 2.87589
C -0.89807 6.19631 3.71622
C -2.13397 6.65983 2.94585
C -1.81759 7.67504 1.85213
H -1.69282 3.46349 3.67977
H -1.16254 2.25937 2.50850
H -0.04674 2.81809 3.76047
H -1.14532 4.49575 1.43991
H 0.46914 3.82815 1.53733
H 0.58070 6.16265 2.14505
H 0.98206 5.18148 3.53277
H -0.42552 7.06529 4.18425
H -1.21664 5.55099 4.54015
H -2.83030 7.11524 3.65462
H -2.65717 5.80239 2.51220
H -1.33878 8.56154 2.27257
H -2.73343 7.99459 1.35249
H -1.15719 7.25788 1.08991
*
```

[2]
A structure of composition C30H58CeClNP2Si2. Source: OMol25; level of theory: wB97M-V/def2-TZVPD.

Its LUMO energy (alpha / beta) is -1.578 / -1.574 eV. As for the HOMO-LUMO gap (alpha / beta): 0.18449 / 0.18468 Eh. The calculation puts the HOMO energy (alpha / beta) at -6.6 / -6.6 eV. The total energy comes out at -3429.65032 Eh.

ORCA input file:
```
! RIJCOSX wB97M-V def2-TZVPD def2/J DEFGRID3
* xyz 0 1
Ce 0.19351 0.04479 0.42318
C 2.09637 -0.12361 -1.72221
C 1.32390 -1.31480 -1.78336
C 0.02452 -0.90288 -2.25006
Si 2.02946 -2.99866 -1.29297
C 0.00852 0.50009 -2.37687
C 1.29379 1.01353 -1.98560
Si 2.02750 2.73479 -1.78487
H 3.17709 -0.07426 -1.53388
H -0.75938 -1.59767 -2.58700
H -0.78418 1.11174 -2.83520
Cl -4.89855 0.17176 1.92407
C 3.88715 2.64412 -1.67493
C 1.51665 3.79938 -3.21863
C 3.89498 -2.91501 -1.20628
C 1.52372 -4.30296 -2.51593
H 2.17151 3.55961 -4.06320
H 1.63862 4.86220 -2.98565
H 0.48514 3.62766 -3.53185
H 4.23886 2.13610 -0.77196
H 4.29640 3.66096 -1.66827
H 4.29262 2.12340 -2.54908
H 2.15795 -4.19512 -3.40183
H 0.48440 -4.22023 -2.83720
H 1.68052 -5.30946 -2.11484
H 4.28631 -2.55792 -2.16472
H 4.28634 -3.92294 -1.02852
H 4.29636 -2.27342 -0.41641
C 1.39016 3.45283 -0.13471
C 1.38905 -3.42070 0.46446
P -0.29416 2.84496 0.24958
H 1.43506 4.54984 -0.16252
H 2.08876 3.12521 0.65231
P -0.29366 -2.74572 0.73778
H 2.08249 -2.98325 1.20206
H 1.42147 -4.50922 0.61180
C -0.85527 -3.19488 2.45897
C -1.39128 -3.73316 -0.38149
C -1.38956 3.61575 -1.02631
C -0.85561 3.58576 1.86353
C -0.63821 2.55833 2.97098
H -1.93809 3.78852 1.78285
C -0.10368 4.85777 2.25707
H 0.95298 4.64062 2.45212
H -0.52805 5.25047 3.19186
H -0.15024 5.64662 1.50124
H -1.10029 1.58737 2.74108
H -1.07418 2.88722 3.92615
H 0.43435 2.41066 3.14374
H -0.96558 3.31993 -1.99968
C -1.37537 5.14788 -0.93453
C -2.82128 3.04649 -0.94389
H -0.36523 5.57980 -0.93765
H -1.89522 5.48900 -0.02867
H -1.90615 5.55827 -1.80784
H -2.87010 1.99148 -1.24649
H -3.47864 3.62677 -1.60972
H -3.22726 3.10549 0.07593
H -0.97147 -3.61207 -1.39331
C -2.82414 -3.16138 -0.39702
C -1.37745 -5.22752 -0.02808
H -0.36797 -5.65543 0.03738
H -1.91311 -5.78289 -0.81400
H -1.89214 -5.40849 0.92541
H -2.87426 -2.16866 -0.86457
H -3.23313 -3.05756 0.61776
H -3.47955 -3.84124 -0.96306
C -0.64733 -1.99331 3.37765
C -0.10368 -4.38104 3.06414
H -1.93646 -3.41304 2.40865
H 0.95307 -4.13461 3.21892
H -0.15097 -5.28794 2.45481
H -0.52846 -4.60868 4.05214
H 0.42340 -1.81577 3.52677
H -1.08844 -2.15025 4.37355
H -1.10543 -1.07597 2.98179
C -2.17627 0.07316 0.75684
H -2.73392 -0.00454 -0.18774
H -2.60527 -0.73357 1.36285
H -2.60117 0.97209 1.21950
C 0.29277 0.46510 4.93944
C 1.48967 0.37429 4.09172
C 2.77341 0.42382 4.67117
C 3.69056 0.20600 3.62516
C 2.94150 0.01382 2.45154
C 3.56177 -0.35242 1.12791
N 1.58694 0.15746 2.71183
H 0.28859 -0.35007 5.68337
H -0.65944 0.39965 4.39400
H 0.28551 1.41371 5.50184
H 2.90468 0.56130 5.71784
H 4.77790 0.17030 3.64133
H 3.91764 0.52864 0.54317
H 4.44269 -0.98547 1.35189
H 2.93178 -0.97306 0.45641
*
```

The lowest total energy belongs to which entry? C30H58BrN3OP